Entry from OMol25: an isolated molecule of C6H11NO in a non-equilibrium geometry (ωB97M-V with the def2-TZVPD basis set).

Properties
- SMILES = C/C=C\[C@@]1(N)O[C@H]1C
- energy relative to the best compared isomer or geometry (same formula, charge and spin) (eV) = 2.524
- total energy (a.u.) = -365.13870
- largest force on an atom (eV/A) = 4.05
- net charge = 0
- E_HOMO (eV) = -8.410
- HOMO-LUMO gap (hartree) = 0.349

CARTESIAN COORDINATES (ANGSTROEM)
C (-2.010, -0.091, 1.155)
C (-1.757, 0.298, -0.258)
C (-0.574, 0.631, -0.793)
C (0.710, 0.869, -0.069)
N (1.391, 2.054, -0.419)
O (1.109, 0.117, 1.042)
C (1.427, -0.503, -0.188)
C (0.937, -1.908, -0.378)
H (-2.337, -1.129, 1.228)
H (-1.107, 0.020, 1.754)
H (-2.803, 0.524, 1.581)
H (-2.633, 0.347, -0.891)
H (-0.538, 0.996, -1.813)
H (0.893, 2.879, -0.110)
H (2.353, 2.049, -0.102)
H (2.474, -0.379, -0.473)
H (-0.080, -2.007, -0.013)
H (0.975, -2.168, -1.431)
H (1.569, -2.599, 0.175)

Taken from the Löwdin analysis, the atomic charges in e are:
1 C -0.10
2 C -0.15
3 C -0.06
4 C -0.49
5 N 0.12
6 O 0.01
7 C -0.27
8 C -0.03
9 H 0.07
10 H 0.07
11 H 0.07
12 H 0.09
13 H 0.11
14 H 0.09
15 H 0.09
16 H 0.13
17 H 0.07
18 H 0.08
19 H 0.08